# 1
Formula: C5H12NO2
Source: OMol25
Level of theory: ωB97M-V/def2-TZVPD

```
20
Properties=species:S:1:pos:R:3
O -1.35494 -0.66887 1.46183
O 1.00753 -0.47208 1.53072
N -0.12155 -0.13444 -1.92940
C -0.08150 -0.18266 -0.60784
C 0.58042 2.10061 0.32619
C 1.09394 -0.81771 0.21028
C 0.38391 1.34418 -1.01598
C -1.41238 -0.50111 0.07687
H -0.28288 2.03739 0.97863
H 0.05844 -3.77074 -2.40533
H 0.71808 3.11851 0.02196
H -2.16205 0.21460 -0.24604
H -0.33354 -0.59588 1.66048
H 0.95763 -1.89604 0.02915
H -0.34529 1.94572 -1.56009
H 1.33957 1.43660 -1.48381
H 2.04166 -0.49851 -0.24038
H -1.68079 -1.46092 -0.39954
H 1.47375 1.75182 0.81620
H -0.32284 -3.39405 -1.88129
```

Values from the calculation:
**ΔE to the lowest compared entry with this formula, charge and spin**: 685.0 kJ/mol
**Net charge**: -1
**Multiplicity**: 1
**HOMO**: -2.90 eV

***

# 2
Formula: C32H40CaFN8OPSSi
Source: OMol25
Level of theory: ωB97M-V/def2-TZVPD

```
86
Properties=species:S:1:pos:R:3
Ca -0.36273 -0.63856 -0.83848
S -2.36651 2.17616 -2.16356
P 0.25551 1.98876 0.93631
Si -2.29640 -1.26036 2.13787
F 0.85516 -2.69506 -0.63123
O -1.82484 3.37908 -1.50183
N 1.26837 4.57926 0.80228
N 0.64773 -0.20559 -3.08916
N -0.63386 4.23310 2.31161
N -1.26406 -2.08616 -2.81166
N 2.24097 0.05197 -0.90020
N -0.95812 -1.75693 1.16845
N -1.91653 0.83157 -1.79941
N 1.58864 3.41210 2.93573
C -0.27492 -0.26445 -4.04607
C 0.60626 1.70750 -5.06419
C 0.31631 3.97480 3.38550
C 2.72788 -0.84471 1.29663
C 1.56397 0.76110 -3.10216
C 1.41149 2.06285 2.39165
C -3.52603 -2.65832 2.44961
C -0.00202 5.09484 1.31486
C -2.03431 -3.89061 -1.40043
C -1.10423 2.98528 1.70877
C -0.16680 -3.51509 2.73429
C 0.74483 -3.35756 0.58751
C 4.75192 1.19600 -1.15013
C -3.00881 -3.44926 -3.68421
C -0.18186 -2.82432 1.49964
C -1.26819 -1.37924 -3.94515
C 1.56716 1.75807 -4.06957
C -2.13550 -1.65521 -4.99204
C -3.21093 0.06539 1.18304
C 3.13192 -0.06260 0.08618
C -2.10626 -3.11143 -2.67723
C 0.64870 -4.60940 2.97435
C 1.56245 -4.44036 0.78026
C -1.77929 -0.53049 3.80652
C 2.15245 4.31065 1.93024
C 1.05571 3.37460 -0.00252
C -3.02639 -2.70844 -4.84910
C 4.40082 0.50869 -0.00623
C -0.31476 0.67646 -5.07328
C 1.51600 -5.09562 2.00652
C 3.83079 1.29465 -2.18195
C 2.58363 0.70892 -2.01485
H 2.14631 -5.95280 2.19554
H 5.73154 1.64437 -1.24758
H -2.56717 0.10544 4.21767
H 3.08749 3.88407 1.55696
H -2.12009 -3.23001 -0.53465
H 5.09289 0.40182 0.81795
H -1.07545 0.64090 -5.83655
H 0.42230 3.61452 -0.85842
H 2.37495 5.26250 2.42045
H -0.13845 3.29473 4.10957
H -1.59351 2.37819 2.47648
H -3.99955 -2.96261 1.51313
H 3.27653 -0.51717 2.17898
H 2.93459 -1.90552 1.14718
H -0.88049 0.08154 3.69912
H -1.06850 -4.39117 -1.32045
H -4.03090 0.46447 1.78509
H 4.08146 1.79868 -3.10339
H -3.06399 -3.54269 2.88782
H -1.84139 3.20946 0.93628
H 2.22379 -4.74787 -0.01961
H -3.72181 -2.94656 -5.64304
H 0.56683 2.47730 -5.82348
H -0.81427 -3.17128 3.52911
H -3.64243 -0.32908 0.26014
H -2.81973 -4.64316 -1.35462
H -2.58017 0.90781 0.89461
H 2.27863 2.56949 -4.02787
H 2.39326 1.68788 2.08798
H -0.69049 5.23438 0.48031
H 1.65845 -0.74591 1.49020
H 0.19503 6.06324 1.78302
H -4.32052 -2.32922 3.12376
H -2.12443 -1.07755 -5.90224
H -3.68113 -4.28267 -3.53694
H -1.56168 -1.29748 4.55162
H 1.04913 1.39949 3.18255
H 2.02453 3.02681 -0.38022
H 0.60201 -5.08934 3.94403
H 0.53111 4.92298 3.88632
```

Values from the calculation:
**ΔE to the lowest compared entry with this formula, charge and spin**: 0.0 kJ/mol
**Multiplicity**: 1
**HOMO**: -6.96 eV

***

# 3
Formula: C29H54ClF3N3O11
Source: OMol25
Level of theory: ωB97M-V/def2-TZVPD

```
101
Properties=species:S:1:pos:R:3
Cl 7.55510 0.30002 -0.73482
F 2.30846 -2.16582 -2.39583
F 3.67899 -0.89534 -3.47788
F 4.22307 -2.88640 -3.01835
O -10.49070 2.93093 -1.74651
O 9.49003 -1.14646 -3.77379
O 1.84970 4.86019 0.18442
O -9.00441 4.62980 -1.58755
O -10.78658 -0.13480 2.13864
O -5.82612 -0.34665 -1.16456
O 5.49874 -1.02419 -1.44768
O -8.38818 2.48763 -1.98992
O 8.43150 -2.44393 -2.32461
O -9.72189 -0.28395 4.13077
O -8.84194 0.93740 2.57771
N 3.99834 4.80285 -0.44798
N 6.83320 -0.16168 2.64454
N 4.35715 0.81450 -0.05602
C 2.23269 -0.62376 0.23590
C 4.16310 -1.40238 -1.20504
C -10.76360 -1.14809 4.58743
C 3.58821 -1.83352 -2.55745
C 6.00045 -0.69558 3.75573
C 5.27316 -0.00606 0.78473
C -2.59419 -2.11626 -0.30247
C 6.67817 -2.17365 0.30552
C 3.39136 -0.14980 -0.70074
C 0.80410 -0.15305 -0.21462
C -0.16966 -1.33812 0.02412
C -7.02757 2.91786 -2.02723
C -3.85930 -1.75412 -1.11558
C -9.26927 3.46818 -1.75782
C -6.91315 -1.16416 -1.58141
C 3.63735 1.90829 0.66409
C 6.21692 -0.78162 -0.22083
C -1.63664 -0.90756 -0.19300
C -4.94785 -1.04357 -0.28816
C 6.05462 0.78986 1.84284
C 9.06423 -3.09442 -0.10257
C 2.77589 4.19045 -0.12628
C -8.87504 1.47286 1.25364
C 9.48864 -2.31748 -1.34109
C 2.58423 2.65195 -0.22337
C 8.12349 -2.30435 0.85331
C -9.87591 0.14468 2.87454
C 8.84195 -2.09288 -3.56029
C -11.54386 3.86685 -1.50728
H -7.76059 -1.08472 -0.87913
H 7.59476 0.32490 3.10396
H -4.47884 -0.28089 0.35097
H -11.57173 4.62274 -2.29081
H -4.29008 -2.66552 -1.55479
H 2.91784 0.29487 -1.58033
H -2.07351 -2.94028 -0.80692
H 6.67842 1.58599 1.42141
H 4.80418 4.19645 -0.32735
H 4.94707 1.27772 -0.76166
H -1.94952 -0.26860 0.64608
H 6.19408 -1.75594 3.94765
H -9.75838 2.09404 1.10923
H -0.07542 -1.58048 1.09522
H -8.84159 0.67599 0.51227
H -3.59827 -1.10131 -1.95907
H 4.10482 -2.27556 -0.53983
H -10.80839 -2.05125 3.98013
H 10.37510 -2.81491 -1.76501
H -2.91184 -2.45795 0.69253
H -1.69260 -0.27347 -1.09107
H 2.19825 -1.71813 0.14823
H 1.56765 2.48429 0.12287
H 0.81767 0.15241 -1.26592
H 5.91660 -2.51713 1.02183
H 4.74765 -0.79213 1.33995
H 0.12138 -2.19894 -0.59028
H 3.16522 1.58606 1.59288
H -11.42864 4.33430 -0.53009
H -12.47742 3.31037 -1.52234
H 8.56864 -1.37366 1.20426
H 8.61125 -4.06163 -0.34821
H -7.99035 2.09429 1.13382
H 4.08906 5.60308 0.17458
H 5.37485 1.29414 2.55629
H 0.48421 0.63091 0.48116
H 4.92689 -0.60972 3.52895
H -10.52579 -1.42488 5.61151
H 2.71322 2.42132 -1.29045
H 6.60145 -2.86578 -0.54383
H -6.73217 3.34468 -1.06899
H 4.35841 2.68117 0.95137
H 9.78241 -1.28281 -1.14660
H -6.41500 2.03993 -2.21928
H 9.96099 -3.31345 0.49532
H -7.28358 -0.80248 -2.54676
H -6.87079 3.63760 -2.83005
H 2.40896 -0.42869 1.30050
H -5.51630 -1.73368 0.35481
H 8.53793 -2.70100 -4.42975
H 6.15604 -0.10169 4.66806
H 8.05470 -2.94341 1.74820
H -11.72324 -0.63320 4.57620
H -6.61256 -2.21865 -1.64898
```

Values from the calculation:
**Net charge**: +1
**Multiplicity**: 1
**HOMO**: -11.21 eV

***

# 4
Formula: C21H19CeN5O5S2
Source: OMol25
Level of theory: ωB97M-V/def2-TZVPD

```
53
Properties=species:S:1:pos:R:3
Ce 8.48991 11.81895 8.39842
S 7.94835 9.72193 6.64003
S 6.62278 10.40895 9.41746
O 7.00995 14.82838 11.27223
O 10.83794 13.11712 14.32642
O 12.51146 10.78755 9.91251
O 10.72420 11.27556 8.70435
O 7.43060 13.51456 9.51224
N 8.24223 13.55630 6.63935
N 12.87780 6.85938 8.98284
N 8.54898 15.83210 7.15729
N 11.04817 8.18801 12.80437
N 9.71142 12.75720 10.39562
C 8.94567 13.39133 11.28719
C 11.48059 11.36728 9.76929
C 8.62572 9.09222 8.09901
C 9.22158 13.56220 12.65291
C 9.91682 8.28207 10.48231
C 9.91252 8.43710 8.06506
C 10.82574 12.14843 10.84100
C 7.99725 9.31292 9.31084
C 10.43534 14.31858 7.25007
C 8.69762 8.89431 10.48797
C 10.40719 12.95772 13.06232
C 7.63030 13.96499 10.69865
C 9.18979 16.63790 9.40167
C 10.62419 8.10396 11.72040
C 10.57802 8.12344 9.20170
C 7.19544 16.13656 6.85423
C 11.89456 7.47400 9.06004
C 9.31332 16.81434 7.88303
C 8.99795 14.57021 7.02521
C 6.20736 15.74488 7.98324
C 11.16051 12.13780 12.17942
H 6.33326 14.67884 8.25544
H 7.31037 13.83667 6.50579
H 6.92675 15.67097 5.93174
H 8.57074 14.10369 13.36794
H 10.37834 8.23113 7.06409
H 10.74529 14.37445 8.28474
H 11.78854 12.95795 14.29664
H 10.37375 16.84093 7.53679
H 9.64831 15.67488 9.62206
H 10.63680 13.27582 7.00679
H 9.80637 17.30608 9.93391
H 8.12161 16.61833 9.69769
H 8.26262 9.07439 11.43278
H 11.10335 14.97979 6.65389
H 6.34097 16.34583 8.86933
H 11.96598 11.51835 12.64948
H 5.16071 15.82658 7.70488
H 7.18514 17.20200 6.61315
H 8.90725 17.78022 7.55850
```

Values from the calculation:
**ΔE to the lowest compared entry with this formula, charge and spin**: 100.9 kJ/mol
**Multiplicity**: 1
**HOMO (spin up / spin down)**: -8.62 / -8.62 eV

***

# 5
Formula: C4H12
Source: OMol25
Level of theory: ωB97M-V/def2-TZVPD

```
16
Properties=species:S:1:pos:R:3
C -1.23510 0.86798 -1.27454
C 0.03445 1.71692 -1.42598
C 0.75603 -1.54851 0.64418
C 0.52960 -1.12516 2.11541
H 0.91285 1.07858 -1.54945
H 0.98999 -0.67565 0.04363
H 1.53615 -2.29959 0.60910
H -0.00873 2.42112 -2.26454
H 1.45209 -1.22065 2.67907
H -1.12900 0.05087 -0.56362
H -1.60105 0.61469 -2.27956
H 0.13802 2.43497 -0.61339
H -2.05608 1.52908 -0.96342
H 0.09427 -0.12134 2.14351
H -0.28972 -1.72148 2.51924
H -0.12376 -2.00183 0.18037
```

Values from the calculation:
**ΔE to the lowest compared entry with this formula, charge and spin**: 34.3 kJ/mol
**Multiplicity**: 1
**HOMO**: -11.62 eV

***

# 6
Formula: C34H36N5O3SSeW
Source: OMol25
Level of theory: ωB97M-V/def2-TZVPD

```
81
Properties=species:S:1:pos:R:3
W -0.42113 -0.29752 -1.74395
Se -0.00072 -1.28505 0.58429
S -2.82633 0.01812 -1.68983
O -0.59301 1.43777 -0.71479
O 1.46425 -0.89486 -2.47446
O -0.37733 0.94764 -3.27401
N -0.15616 -2.46139 -2.18202
N -1.11476 0.85539 2.14018
N 1.04824 1.06022 1.89881
N -1.62641 2.25961 -0.97880
N -0.79755 -1.65972 -3.13613
C -0.73122 -0.50257 -5.18893
C -0.75314 2.04181 2.77060
C -0.85085 1.79218 -6.73524
C 1.20112 -2.10191 -2.14700
C 3.51495 -2.58419 -1.52105
C 1.79865 -4.27589 -1.15572
C -2.86205 -0.30917 3.45000
C -1.45418 3.56999 -0.70526
C -0.60859 -1.67900 -4.42919
C -2.78126 1.72615 -1.42847
C 4.08256 -4.70897 -0.56710
C 4.46496 -3.44905 -1.01513
C 1.31371 3.27094 3.11955
C -3.71528 3.93761 -1.35716
C 0.56185 4.22118 3.78088
C 3.18502 0.28366 2.85907
C -0.87440 -0.59211 -6.59776
C -0.94868 0.53504 -7.36081
C 2.18014 -3.00021 -1.59353
C -1.51257 2.99674 3.44126
C -0.60892 0.77491 -4.56921
C 0.62091 2.17374 2.61551
C 3.24684 -2.22400 2.37422
C -3.85623 2.59545 -1.62545
C -0.01521 0.30581 1.61257
C 2.45608 0.75916 1.60338
C -0.67504 1.91695 -5.37820
C 2.77218 -1.11632 3.30716
C -2.18211 -1.65536 3.69383
C -0.82682 4.08641 3.93980
C 2.75497 -5.12217 -0.63095
C -2.48283 0.32612 2.11538
C -2.49548 4.43569 -0.88942
C -2.71850 -2.77102 2.80422
H -0.93765 -1.57285 -7.05257
H -2.62108 0.38972 4.25457
H 4.83052 -5.38203 -0.16832
H 3.79059 -1.59936 -1.87379
H -2.35418 5.48498 -0.67778
H -0.89976 2.68746 -7.34197
H -3.79650 -2.88241 2.93264
H 2.90106 1.66713 1.19583
H -0.46902 3.83750 -0.35419
H -3.13822 1.16496 1.87307
H 5.50292 -3.14990 -0.96805
H 4.25804 0.30968 2.65431
H 2.46680 0.00130 0.82202
H -0.56818 2.88647 -4.91169
H 2.77911 -2.17363 1.38891
H -2.58022 2.89149 3.57634
H 1.05453 5.08967 4.19591
H -4.78573 2.18567 -1.99407
H -0.38703 -2.64491 -4.87709
H -3.94714 -0.43585 3.46411
H -2.32665 -1.92853 4.74004
H -1.07060 0.46962 -8.43218
H 3.00796 0.99911 3.66495
H -2.54101 -0.38770 1.29550
H 2.47590 -6.10705 -0.28356
H -1.09789 -1.55208 3.56365
H -4.54930 4.60804 -1.51407
H -2.25806 -3.72649 3.05391
H 2.38393 3.37699 3.00832
H -2.52599 -2.58650 1.74459
H -1.37021 4.85295 4.47497
H 3.18105 -1.28773 4.30417
H 0.76528 -4.58565 -1.23025
H 1.68289 -1.16319 3.42483
H 4.32853 -2.17044 2.23352
H 3.01565 -3.20428 2.79227
```

Values from the calculation:
**⟨S²⟩**: 0.759
**ΔE to the lowest compared entry with this formula, charge and spin**: 114.2 kJ/mol
**Net charge**: +2
**Multiplicity**: 2
**HOMO (spin up / spin down)**: -13.74 / -13.92 eV

***

# 7
Formula: C7H13N3O2
Source: OMol25
Level of theory: ωB97M-V/def2-TZVPD

```
25
Properties=species:S:1:pos:R:3
O -0.28130 -1.45209 -0.74971
O -1.01786 0.60582 -0.83307
N 3.82606 1.43576 -0.36665
N 3.00489 0.88020 0.49599
N 1.85245 0.65338 -0.13210
C -0.92987 -2.84632 1.08487
C -0.35113 -0.31219 -0.16362
C -1.36981 1.82832 -0.17535
C -2.48325 1.46760 0.80974
C 3.26466 1.50610 -1.57579
C 1.96524 1.03856 -1.45456
C 0.17895 -2.45787 0.19319
H -2.07272 1.45956 1.78059
H -3.21730 2.17714 0.71003
H 3.68652 2.10383 -2.34474
H 0.48760 -3.28333 -0.42148
H -1.27574 -1.80786 1.43976
H -0.44239 2.32623 0.24705
H 1.02216 -2.04296 0.82468
H -0.22144 -0.24067 0.94634
H -1.68268 -3.36256 0.44715
H -1.61495 2.47624 -0.92708
H 1.17540 0.86533 -2.32344
H -0.78110 -3.34824 1.93593
H -2.72240 0.33004 0.55229
```

Values from the calculation:
**ΔE to the lowest compared entry with this formula, charge and spin**: 531.7 kJ/mol
**Multiplicity**: 1
**HOMO**: -8.01 eV

***

# 8
Formula: C17H23N3O3
Source: OMol25
Level of theory: ωB97M-V/def2-TZVPD

```
46
Properties=species:S:1:pos:R:3
O -1.44560 0.31480 0.16819
O 1.41312 1.39507 1.23319
O 1.20803 -1.88663 3.14023
N -0.23546 -0.56722 1.90180
N 0.59174 2.84320 2.76439
N 0.58757 -2.38997 0.97947
C -0.25081 0.57754 2.76914
C 0.67926 1.64524 2.16411
C 0.41935 5.19630 2.01106
C 0.62325 -1.65685 2.11466
C 0.78087 -1.24341 -1.22581
C -0.12467 -1.73807 -0.08926
C -1.44441 4.01962 0.69555
C -1.59786 -4.93606 -3.68780
C -0.35857 -2.88279 -3.70755
C -0.71281 -0.52572 0.62176
C 1.32771 4.00571 2.31918
C -0.35358 5.08528 0.69507
C 0.38351 -3.29930 -2.60852
C 0.11908 -4.54717 -2.05954
C 1.42297 -2.39225 -2.01197
C -1.34156 -3.69388 -4.24404
C -0.86362 -5.36185 -2.59498
H -1.90903 -3.35737 -5.09922
H -0.15953 -1.91600 -4.14704
H -1.05558 -6.33062 -2.15729
H 1.20554 -3.16855 0.83307
H 0.69099 -4.89111 -1.20856
H 0.16349 -0.63641 -1.88951
H 1.05014 6.08661 1.96562
H -1.27052 0.96153 2.85210
H -2.36521 -5.57029 -4.10612
H 1.55476 -0.60115 -0.79985
H 1.88082 3.70135 1.42845
H -0.06399 2.97615 3.51782
H -2.06725 4.12860 -0.18900
H -0.81296 6.05712 0.49612
H 2.04589 4.28917 3.09821
H 2.03218 -1.95858 -2.80780
H 0.12418 0.26013 3.74573
H 2.08621 -2.96269 -1.35882
H 0.34885 4.88104 -0.11484
H -1.02780 3.01735 0.67809
H -0.91242 -2.38430 -0.49413
H -0.28370 5.33392 2.83716
H -2.08259 4.12250 1.57147
```

Values from the calculation:
**ΔE to the lowest compared entry with this formula, charge and spin**: 2.9 kJ/mol
**Multiplicity**: 1
**HOMO**: -9.30 eV